Entry 1:
Here is the molecule C5H8N4 at a distorted geometry from OMol25. Energies are from ωB97M-V with the def2-TZVPD basis set.

XYZ file:
```
17
Properties=species:S:1:pos:R:3:forces:R:3
C -0.87290 -0.06068 0.10582 -1.018 -2.702 0.284
C -0.20245 1.11879 0.06520 3.454 2.396 -0.567
C -0.16964 -1.26878 0.00757 1.881 1.733 0.194
C -0.80300 2.43631 -0.22476 -2.095 0.887 -0.393
C -0.83388 -2.54599 -0.07533 3.307 -4.190 1.057
N 1.12069 1.15299 0.13229 -1.054 1.378 -0.082
N 1.14126 -1.29871 -0.03674 1.376 0.893 0.485
N 2.99874 -0.03039 0.45749 9.468 2.512 1.693
N 1.82694 0.03627 0.19007 -10.603 -2.400 -2.306
H -1.91887 -0.11718 0.23670 -1.028 0.162 -0.039
H -0.05745 3.21047 -0.05849 -0.258 0.117 0.602
H -1.04424 2.59542 -1.31461 0.050 -0.654 0.849
H -1.80884 2.57217 0.33156 1.753 0.094 -0.690
H -0.61458 -3.19438 0.90453 -0.924 1.621 -1.846
H -1.82607 -2.42157 -0.30240 -2.472 -0.162 -0.326
H -0.29739 -3.21596 -0.84689 -0.997 1.191 0.878
H 3.36170 1.03122 0.42797 -0.840 -2.875 0.208
```
Positions in Å, forces in eV/Å.

Summary:
Max |F|, hartree/bohr: 0.2161
<S²>: 2.03
HOMO (alpha / beta), eV: -5.72 / -10.08
Energy above the lowest of the compared OMol25 structures with the same formula, charge and spin, kcal per mole: 17.6
Orbital gap (alpha / beta), eV: 6.46 / 8.12
2S+1: 3
E, eV: -11268.7203
E_LUMO (alpha / beta), eV: 0.74 / -1.96

***

Entry 2:
Here is the molecule C5H8N4O2 at a distorted geometry from OMol25. Energies are from ωB97M-V with the def2-TZVPD basis set.

XYZ file:
```
19
Properties=species:S:1:pos:R:3:forces:R:3
C -0.81636 2.60768 -0.08324 1.771 -1.526 -0.351
C -0.36843 1.18898 0.01495 0.647 1.120 -0.780
N 0.94230 1.07696 -0.07787 -0.397 -1.016 0.915
N 1.22371 -0.28820 -0.01374 -1.365 -1.749 -0.488
C 2.53799 -0.70306 0.22024 1.541 2.710 2.391
C 0.20275 -1.13088 -0.00353 -5.145 5.422 -0.681
N -0.02677 -2.39544 -0.28164 -0.230 -3.048 -0.179
C -1.05930 -0.01094 0.02970 4.755 -2.878 0.391
N -2.37635 -0.30665 0.14601 0.219 -0.964 -0.927
O -2.64126 -1.50736 0.30863 -0.438 -0.646 0.238
O -3.20996 0.54644 -0.04131 -0.845 0.839 0.327
H -0.08266 3.19952 0.38503 1.107 0.861 0.165
H -0.96594 2.86307 -1.08827 0.098 0.459 -1.581
H -1.67854 2.82408 0.37246 -3.512 0.359 1.904
H 3.02170 -1.17131 -0.55134 0.944 -1.219 -2.292
H 3.03639 0.30550 0.37499 0.021 -1.492 0.114
H 2.63039 -1.33129 1.11361 -0.104 0.265 -0.012
H -1.09235 -2.67032 -0.22260 2.732 0.763 -0.034
H 0.72271 -3.09681 -0.60208 -1.798 1.739 0.881
```
Positions in Å, forces in eV/Å.

Summary:
Max |F|, hartree/bohr: 0.1460
HOMO, eV: -8.34
Energy above the lowest of the compared OMol25 structures with the same formula, charge and spin, kcal per mole: 139.0
Orbital gap, eV: 8.69
2S+1: 1
E, eV: -15365.1928
E_LUMO, eV: 0.35
SMILES: Cc1nn(C)c(N)c1[N+](=O)[O-]

***

Entry 3:
Here is the molecule C5H8N4O2S at a distorted geometry from OMol25. Energies are from ωB97M-V with the def2-TZVPD basis set.

XYZ file:
```
20
Properties=species:S:1:pos:R:3:forces:R:3
C -4.07374 -0.07105 0.95490 1.418 -1.599 2.035
C -3.34633 -0.66942 -0.22923 0.255 -0.074 -0.289
O -1.86028 -0.78305 0.04563 -2.738 -0.732 0.000
C -1.01797 0.03914 -0.47939 0.537 1.394 -2.528
O -1.22121 1.10226 -1.07484 -0.782 -1.687 0.874
C 0.36548 -0.47608 -0.40100 1.469 2.594 1.983
N 0.68380 -1.68111 -0.27712 1.607 -1.639 0.651
N 2.04285 -1.92788 0.01368 -1.213 -0.615 0.829
S 2.98687 -0.33985 0.27992 -1.610 -2.414 -0.304
C 1.45260 0.52305 0.00789 0.976 -0.688 -1.071
N 1.61259 1.76423 0.14429 -1.133 1.312 1.136
N 0.53255 2.58751 0.31598 -2.593 0.810 -1.482
H -3.80510 0.94284 1.22073 -0.449 0.586 -0.817
H -5.13526 -0.29879 0.77586 0.268 0.529 0.564
H -3.66190 -0.56974 1.92959 -1.192 0.182 -1.702
H -3.72485 -1.72663 -0.38597 0.911 1.203 0.117
H -3.55768 -0.06086 -1.14090 0.689 -0.546 0.563
H 1.99393 -2.71580 0.77676 0.622 2.336 -1.678
H -0.31343 2.44350 -0.33983 1.996 -0.003 1.342
H 0.68352 3.59628 0.42192 0.962 -0.951 -0.223
```
Positions in Å, forces in eV/Å.

Summary:
Max |F|, hartree/bohr: 0.0696
HOMO, eV: -7.61
Energy above the lowest of the compared OMol25 structures with the same formula, charge and spin, kcal per mole: 107.0
Orbital gap, eV: 7.63
2S+1: 1
E, eV: -26201.4993
E_LUMO, eV: 0.02
SMILES: CCOC(=O)c1n[nH]s/c1=N/N

***

Q: The lowest energy above the lowest of the compared OMol25 structures with the same formula, charge and spin belongs to which entry?
A: C5H8N4